DFT (ωB97M-V/def2-TZVPD) results for a 8-piece molecular cluster, H16O8 overall in a non-equilibrium geometry.

Summary:
Spin multiplicity: 1
LUMO: -0.035 eV
SMILES string: O.O.O.O.O.O.O.O

Last columns: bonded neighbours and bond lengths (Å).
Positions of all 24 atoms, in Å:
1 O -0.571 0.709 -1.008  H2 0.932, H3 0.989
2 H -1.039 -0.023 -1.346  O1 0.932
3 H -1.333 1.329 -0.896  O1 0.989
4 O 0.164 -1.520 1.663  H5 0.911, H6 0.963
5 H 0.613 -1.800 0.921  O4 0.911
6 H 0.738 -1.583 2.434  O4 0.963
7 O -0.479 2.304 2.223  H8 1.009, H9 0.911
8 H -0.310 3.298 2.210  O7 1.009
9 H -1.270 2.320 1.772  O7 0.911
10 O 0.651 1.968 0.469  H11 0.899, H12 0.983
11 H 1.046 1.170 0.593  O10 0.899
12 H 0.508 1.859 -0.498  O10 0.983
13 O 3.006 1.117 0.893  H14 1.021, H15 0.955
14 H 2.431 1.426 1.679  O13 1.021
15 H 3.696 1.776 0.860  O13 0.955
16 O -0.709 -2.594 -0.787  H17 0.949, H18 0.985
17 H -1.468 -2.024 -0.780  O16 0.949
18 H -0.182 -2.326 -1.574  O16 0.985
19 O 1.630 -1.293 -3.244  H20 0.957, H21 0.919
20 H 2.390 -1.153 -3.808  O19 0.957
21 H 1.993 -1.570 -2.446  O19 0.919
22 O -3.853 -0.799 -0.034  H23 0.952, H24 1.018
23 H -3.230 -1.454 0.263  O22 0.952
24 H -3.306 -0.371 -0.778  O22 1.018

Atom charges from the Mulliken analysis, given in e for atoms 1 to 6: O -0.506; H 0.149; H 0.303; O -0.553; H 0.292; H 0.273